Record 1
C26H46BrF8NO8S2 | ωB97M-V/def2-TZVPD

Each line ends with the Löwdin charge.
Geometry (Å):
C1 0.72 -4.02 -3.21  -0.144
C2 1.47 -2.67 -3.84  -0.224
C3 1.68 -1.48 -2.68  -0.154
C4 1.21 -0.02 -3.25  -0.355
C5 2.47 1.03 -2.89  -0.076
N1 -0.01 0.58 -2.60  -0.044
C6 -1.31 0.21 -3.29  -0.281
C7 -1.68 -1.42 -3.16  -0.108
O1 -3.15 -1.51 -3.25  -0.197
C8 -3.68 -2.70 -2.57  -0.301
C9 -4.51 -3.70 -3.57  -0.188
C10 -4.33 -3.39 -5.17  -0.638
C11 -4.30 -4.88 -5.93  -0.167
Br1 -5.97 -2.46 -5.90  0.657
S1 -4.81 -2.20 -1.15  0.925
O2 -5.86 -3.32 -0.78  -0.335
O3 -3.87 -2.10 0.12  -0.365
C12 -5.61 -0.51 -1.33  -0.205
F1 -6.07 -0.12 0.06  0.009
F2 -4.64 0.58 -1.72  0.004
C13 -6.96 -0.49 -2.27  -0.103
F3 -8.14 -0.16 -1.38  0.029
F4 -7.29 -1.78 -2.92  0.005
C14 -6.95 0.66 -3.44  -0.142
F5 -6.89 2.06 -2.91  0.042
F6 -8.22 0.54 -4.25  0.027
F7 -5.84 0.53 -4.41  0.017
S2 -1.48 0.85 -5.05  0.906
O4 -3.02 0.83 -5.36  -0.359
O5 -0.81 -0.06 -6.11  -0.350
F8 -0.94 2.48 -5.05  -0.246
H1 -0.35 -4.20 -3.70  0.062
H2 1.36 -5.00 -3.33  0.075
H3 0.58 -3.87 -2.03  0.074
H4 0.84 -2.22 -4.73  0.089
H5 2.51 -2.99 -4.31  0.111
H6 1.14 -1.79 -1.67  0.117
H7 2.83 -1.48 -2.44  0.104
H8 1.18 -0.08 -4.42  0.128
H9 3.35 0.77 -3.62  0.092
H10 2.16 2.17 -3.08  0.088
H11 2.81 0.89 -1.76  0.092
H12 0.02 1.64 -2.64  0.121
H13 -2.17 0.75 -2.67  0.167
H14 -1.21 -1.89 -2.20  0.146
H15 -1.24 -2.04 -4.08  0.131
H16 -2.82 -3.36 -2.08  0.175
H17 -4.13 -4.81 -3.39  0.132
H18 -5.67 -3.72 -3.35  0.110
H19 -3.32 -2.87 -5.47  0.110
H20 -3.15 -5.10 -6.16  0.097
H21 -4.93 -4.75 -6.91  0.054
H22 -4.81 -5.70 -5.28  0.085
C15 4.49 -1.95 1.69  -0.174
C16 5.79 -1.79 0.94  -0.180
C17 5.31 -1.60 -0.48  -0.205
O6 4.04 -0.96 -0.41  -0.182
C18 3.58 -0.99 0.95  -0.194
H23 4.57 -1.72 2.76  0.118
H24 4.12 -2.97 1.58  0.117
H25 6.31 -0.89 1.28  0.118
H26 6.47 -2.64 1.05  0.116
H27 5.18 -2.56 -0.99  0.116
H28 6.00 -0.99 -1.08  0.119
H29 3.66 0.02 1.36  0.107
H30 2.54 -1.30 0.98  0.119
C19 2.52 3.36 4.71  -0.182
C20 3.83 3.91 4.20  -0.181
C21 4.51 2.66 3.69  -0.204
O7 3.48 1.77 3.24  -0.156
C22 2.22 2.28 3.70  -0.199
H31 1.73 4.11 4.78  0.120
H32 2.66 2.92 5.70  0.105
H33 3.64 4.60 3.37  0.117
H34 4.41 4.43 4.96  0.111
H35 5.07 2.16 4.48  0.118
H36 5.20 2.87 2.86  0.118
H37 1.68 2.68 2.83  0.118
H38 1.63 1.46 4.13  0.121
C23 0.72 4.91 9.60  -0.183
C24 2.03 5.46 9.10  -0.182
C25 2.71 4.21 8.58  -0.207
O8 1.68 3.32 8.14  -0.152
C26 0.42 3.83 8.60  -0.204
H39 -0.07 5.66 9.67  0.116
H40 0.86 4.47 10.60  0.118
H41 1.84 6.15 8.27  0.117
H42 2.61 5.98 9.86  0.116
H43 3.27 3.71 9.38  0.119
H44 3.40 4.42 7.76  0.109
H45 -0.12 4.23 7.73  0.117
H46 -0.17 3.01 9.02  0.119

Computed properties:
Charge ... 0
Electronic energy ... -159015.90202 eV
HOMO ... -9.57 eV

***

Record 2
C6H10N2 | ωB97M-V/def2-TZVPD

Each line ends with the natural charge from an NBO analysis.
Geometry (Å):
C1 -2.22 1.37 0.19  -0.396
C2 0.08 0.03 0.52  0.222
C3 2.28 0.18 0.86  -0.038
C4 2.11 -0.48 -0.50  -0.291
C5 0.68 -0.48 -0.56  -0.177
C6 0.03 -1.24 -1.50  -0.595
H1 -2.15 1.27 -0.93  0.194
H2 -3.50 0.66 0.42  0.206
H3 -1.96 2.60 0.57  0.217
H4 -1.74 -0.58 1.39  0.374
H5 0.76 1.19 2.21  0.411
H6 3.10 0.53 1.40  0.200
H7 2.81 -0.96 -1.09  0.222
H8 -0.99 -1.85 -0.99  0.233
H9 0.12 -0.52 -2.41  0.239
H10 0.78 -2.32 -1.88  0.191
N1 -1.23 0.36 0.85  -0.710
N2 1.06 0.25 1.47  -0.500

Computed properties:
Charge ... 0
Relative energy (zero: lowest compared OMol25 entry of this formula, charge and spin) ... 169.27 kcal per mole
Electronic energy ... -9357.09674 eV
HOMO ... -7.50 eV